63
Properties=species:S:1:pos:R:3:forces:R:3 method="wB97M-V/def2-TZVPD" total_charge=-2 lumo_ev=4.334 e_above_lowest_kj_mol=36.61 homo_lumo_gap_ev=5.9
Se 0.82428 -1.48460 1.92553 0.0 -0.1 0.0
Se 2.91582 0.42833 -2.37191 0.0 0.0 0.0
Zn 0.03206 -2.59864 -0.10001 0.1 0.0 0.1
S -1.55711 -2.36864 -1.79452 0.0 0.0 0.0
S -0.43627 -4.88881 0.21192 0.0 0.1 0.0
P -0.84813 1.08324 -0.04094 -0.2 -0.1 0.0
O 1.77935 -2.29894 -1.27180 0.0 -0.1 0.0
O 5.19880 0.15794 1.19183 0.0 -0.1 0.0
N -3.71663 -4.60133 -3.77737 0.0 0.0 0.0
N -2.62061 -0.92325 1.12739 0.0 0.0 0.0
N -1.90664 1.25131 1.32114 0.0 0.0 0.0
N -2.41023 -7.47325 -1.50067 0.0 0.0 0.0
C -2.94852 0.16496 3.23344 0.0 0.0 -0.1
C 1.90135 3.16436 2.15408 0.0 0.0 0.0
C -1.55485 -5.05948 -1.11677 0.0 -0.1 0.0
C -3.43214 3.48332 -2.22540 0.0 0.0 -0.1
C -1.27736 1.78803 -2.65455 0.0 0.0 0.0
C -2.50025 0.14534 1.90318 0.0 0.0 0.0
C 3.28253 -1.01003 0.22047 0.0 0.1 0.0
C -1.99957 -4.04797 -1.91780 0.0 0.0 0.0
C -3.51002 -0.98768 3.74094 0.0 0.0 0.0
C 3.04607 -2.27049 -0.62164 0.0 0.0 0.0
C -2.94772 -4.35858 -2.95355 0.0 -0.1 0.1
C 1.86628 4.18470 -0.01482 0.0 0.0 0.0
C 2.76334 -1.17971 1.65186 0.0 0.0 0.1
C 0.84988 3.32567 -0.40727 0.0 0.0 0.1
C 2.64245 0.22367 -0.42176 0.1 0.0 -0.1
C -3.61176 -2.12103 2.94007 0.0 0.0 0.0
C -2.82987 2.84250 -1.15392 0.0 0.0 0.0
C 0.89088 2.29807 1.76146 0.0 0.1 0.1
C 0.33948 2.38136 0.48147 0.1 0.0 -0.1
C 4.80080 -0.84864 0.25239 0.0 0.0 0.0
C -2.94913 3.28798 -3.51419 0.0 0.0 0.0
C -1.74617 1.99503 -1.35855 0.1 0.0 0.0
C -3.14377 -2.03197 1.64071 0.0 0.0 -0.1
C -1.87064 2.44218 -3.72698 0.0 0.0 0.0
C -2.04512 -6.39151 -1.33761 0.1 0.0 -0.1
C 2.39100 4.11279 1.26760 0.0 0.0 0.0
H 2.32827 3.07246 3.14607 0.0 0.0 0.0
H 3.10069 -3.16503 0.00448 0.0 0.0 0.0
H -1.49579 2.27788 -4.72970 0.0 0.0 0.0
H 3.30163 -1.99629 2.14069 0.0 0.0 0.0
H 3.19496 4.77535 1.56632 0.0 0.0 0.0
H -2.82586 1.05168 3.84331 0.0 0.0 0.0
H 1.57585 0.14539 -0.23622 0.0 0.1 0.0
H 1.80054 -1.54438 -1.91707 0.0 0.0 0.0
H 3.01068 1.11145 0.09521 0.0 0.0 0.0
H -4.02174 -3.04871 3.31410 0.0 0.0 0.0
H -1.76048 2.03779 1.93261 0.0 0.0 0.0
H 5.27211 -1.80676 0.52178 0.0 0.0 0.0
H 6.02733 0.52471 0.87941 0.0 0.1 0.0
H -4.28225 4.13552 -2.05903 0.0 0.0 0.0
H -3.42127 3.78700 -4.35273 0.0 0.0 0.0
H 2.26348 4.89743 -0.72740 0.0 0.0 0.0
H 5.10678 -0.56720 -0.76052 0.0 0.0 0.0
H 3.81628 -2.33333 -1.39569 0.0 0.0 0.0
H 0.47499 3.37550 -1.42068 0.0 0.0 0.0
H -0.43523 1.12059 -2.81820 0.0 0.0 0.0
H -3.17379 -2.88602 0.96961 0.0 0.0 0.0
H 2.97778 -0.26672 2.20739 0.0 0.0 0.0
H -3.21113 2.98522 -0.14937 0.0 0.0 0.0
H -3.85230 -1.01024 4.76952 0.0 0.0 0.0
H 0.56663 1.51053 2.43264 0.0 0.0 0.0



264
Properties=species:S:1:pos:R:3:forces:R:3 method="wB97M-V/def2-TZVPD" total_charge=0 lumo_ev=0.110 smiles="CC1(C)CCCC(C)(C)N1O.CC1(C)CCCC(C)(C)N1O.CC1(C)CCCC(C)(C)N1O.COCCNCCOC.COCCNCCOC.COCCNCCOC.COCCNCCOC.COCCNCCOC.COCCNCCOC.O=C1OCCO1.O=C1OCCO1.O=C1OCCO1" homo_lumo_gap_ev=7.8
O -1.61055 6.25990 0.96150 1.4 1.5 -2.9
O -5.53894 1.60028 -7.78121 1.7 -0.8 0.1
O 6.17666 1.26959 -1.23965 -0.2 -0.8 -0.5
O 5.69547 -6.29428 -0.88347 0.0 -0.3 -0.5
O 1.99260 -2.50475 2.83707 0.4 -0.8 -0.7
O 1.55960 1.29766 7.53194 0.2 1.7 2.9
O -0.16795 -4.13675 -0.24878 1.1 0.8 -0.4
O 2.48110 5.00972 2.07408 -1.0 -4.0 -1.2
O 6.11450 0.17150 -3.26041 -1.1 -0.6 5.4
O 3.18987 5.21526 -2.69955 1.1 1.3 0.1
O -2.89036 2.34753 3.53952 1.5 1.6 -1.3
O -5.93575 -5.14791 5.80882 0.5 -0.9 -1.3
O 3.73293 3.09097 1.83930 -0.8 -0.3 0.0
O 4.89132 9.55052 -1.85399 -5.0 3.5 3.7
O -5.28672 0.97606 -3.46102 -0.7 0.1 0.6
O 0.99619 -3.79693 -5.88285 -0.3 -1.0 1.0
O -4.78252 4.44181 7.53630 -0.3 -0.3 -1.0
O -1.80212 6.25750 3.11146 -2.1 -0.8 1.4
O 0.11991 2.81709 -5.10580 0.4 1.2 -0.6
O 4.55022 4.87212 2.77123 1.8 0.3 0.2
O -0.19945 7.44667 2.27804 -1.3 -0.2 -1.5
O -3.65212 5.51893 -2.17472 1.4 0.5 -0.5
O 5.16076 -0.68633 -1.26904 -0.3 -1.0 -2.0
O 0.42447 0.35634 0.59501 -1.0 1.6 -0.9
N 2.06593 -2.93061 -6.01704 0.1 1.9 -2.2
N 5.33572 -6.99372 0.28616 0.6 -0.6 1.9
N 1.15591 -0.38885 5.66606 -1.4 1.1 0.3
N -5.65559 -4.98341 4.37132 0.6 1.3 -0.2
N -5.26756 2.09411 5.71723 -2.3 0.3 1.5
N -1.66316 -1.43624 -0.17990 1.2 0.9 0.2
N -0.92528 5.51935 -3.98145 -0.2 -0.1 -0.2
N -6.82197 2.51548 -5.38299 0.2 0.7 -0.2
N 6.02730 6.76600 -2.22416 -1.4 -1.9 0.6
C 4.09982 -9.05755 1.31119 1.3 0.6 -1.2
C 5.10089 -9.13277 -1.11894 -0.6 -0.9 1.1
C 2.66108 -3.11133 -7.43375 -0.8 -1.0 0.1
C 7.82837 -7.66948 0.82420 0.1 0.0 -0.5
C 5.84484 -7.68905 2.47776 1.0 0.0 -0.9
C -2.26517 2.74989 4.73414 0.1 -0.5 0.4
C -1.92829 -0.26469 0.65791 1.7 1.3 0.1
C -5.25168 2.55311 4.32568 1.9 -1.7 0.5
C 0.37772 1.84291 -4.07666 -2.0 0.9 -0.8
C 1.82503 2.28397 8.59690 0.3 0.0 -0.5
C -6.34711 2.78335 6.48875 1.1 1.1 -1.1
C 2.86197 -2.60760 -4.80150 0.2 -1.2 0.8
C -6.22479 3.52797 -6.30667 0.6 -2.1 -0.4
C -6.01431 -7.50257 4.01847 -0.7 1.2 -0.3
C -2.73556 6.61729 -2.63121 0.5 -0.6 0.7
C 1.62568 -3.08743 -8.63362 -0.5 -0.2 0.3
C 5.51546 1.12360 0.02683 0.5 0.4 0.6
C -1.76647 4.28448 -4.22903 1.7 0.5 -0.2
C -1.21214 6.21349 -2.69693 -2.6 -1.1 -0.3
C -7.87999 -5.73557 3.68542 -0.1 -0.2 1.8
C 6.87431 -5.64602 1.73753 -1.4 1.7 0.0
C -2.97332 5.61130 2.61626 -0.7 -1.1 0.8
C 2.07051 -1.99060 -3.57841 -0.9 -2.1 -0.2
C -4.21663 -4.64884 4.07281 0.8 -1.6 -0.7
C 3.16413 -7.50322 -0.52525 0.1 -1.6 0.6
C 1.35851 -1.59007 4.95374 -0.8 -1.9 -0.5
C 4.48123 -8.21220 0.00106 -0.5 1.3 -1.1
C 6.58632 8.07048 -2.10896 -0.2 1.1 -2.2
C 4.05196 5.22114 -1.60443 2.3 0.6 1.4
C -5.05182 5.83931 -2.20512 1.4 0.7 -0.8
C 4.62520 -1.86146 -6.46953 -1.3 0.3 -2.1
C 2.72461 6.30819 2.33839 1.1 2.0 1.7
C 1.61892 -1.34447 3.50892 0.4 1.2 -1.2
C -2.02785 -2.65647 0.44425 -0.9 -0.9 -0.3
C 3.88191 -1.61219 -5.16108 1.4 1.8 -1.6
C 0.22539 -0.46891 6.82675 1.5 -0.1 -0.5
C 3.98406 10.71038 -2.10158 1.9 -0.5 -0.5
C 0.29867 -5.18846 -1.06965 0.5 -0.3 -0.2
C 5.28232 -9.09402 2.28674 -0.2 1.1 0.4
C 3.66130 -3.86073 -4.33088 -2.0 -0.3 0.7
C -5.04318 4.05930 8.85175 -0.2 0.3 0.9
C -3.71946 -3.35048 4.68257 -1.4 -0.1 0.6
C 1.33903 1.40284 0.31886 2.3 -0.6 -0.8
C -1.51257 -3.83320 -0.39809 -1.9 -0.4 1.2
C 4.87986 6.55713 -1.31306 -0.8 -0.3 -0.3
C -1.22479 3.38967 -5.40999 1.4 -0.5 2.7
C -4.10663 1.70863 3.63114 -1.3 0.9 1.1
C -6.12311 2.84829 -7.71657 -1.6 1.5 0.1
C -6.10843 -5.75483 2.09352 2.0 -0.6 0.0
C -2.59622 5.35859 1.19521 -2.9 -1.1 -0.4
C -0.92233 0.90504 0.31886 0.2 -1.9 0.8
C -3.12859 -5.81107 4.49170 -1.4 0.3 -0.8
C -4.09065 -4.39040 2.52292 0.9 -0.9 1.1
C -4.31594 1.37034 -7.06866 -0.9 -0.8 0.8
C 4.14094 6.19996 2.84614 1.4 2.0 1.0
C 3.61560 4.21621 2.22093 -2.2 -1.4 -1.8
C -6.35680 -6.03945 3.55364 0.1 0.9 1.8
C 2.71825 3.94535 -2.97862 -2.4 0.2 -0.6
C 3.42273 -4.44184 -7.58863 0.7 -0.2 -0.4
C 5.86208 0.19293 -2.01917 0.4 1.5 -3.7
C -5.37783 2.38870 -3.33440 0.9 0.9 -1.2
C -4.47155 0.42159 -2.46485 1.0 -0.2 0.1
C -5.96294 4.27152 6.70883 0.1 -0.5 0.3
C 6.47413 -7.01411 1.23983 -0.5 -1.5 0.3
C 5.63682 9.16948 -2.85144 3.5 -2.2 -1.5
C 1.92330 -2.44376 1.38539 -1.1 -0.2 1.7
C 0.19634 0.87863 7.57092 0.7 -1.1 -1.5
C -4.61737 -5.50869 1.70383 -1.6 -0.9 -0.6
C -6.66657 2.86980 -3.97395 -0.8 -0.8 -0.1
C 5.18540 -0.33622 0.09269 0.9 -0.2 0.6
C -1.18860 6.76222 2.06514 4.6 1.5 2.8
C 3.52526 -1.91141 -7.62550 0.9 1.1 1.4
H 5.98779 -9.66460 -0.77447 0.8 0.9 -0.1
H 6.09478 9.97858 -3.42041 1.0 0.7 0.5
H 5.17379 -8.72848 -2.12856 0.3 0.4 0.4
H 2.88304 2.49727 8.74929 0.2 -0.2 -1.0
H 6.86005 -4.83907 1.00492 1.2 -0.3 -0.7
H 4.71288 -3.88733 -4.61648 -0.3 -0.2 -0.2
H 2.67413 6.97930 1.48098 -0.4 -0.3 -0.1
H -0.70603 7.16529 -2.53563 0.5 -0.2 -0.5
H -2.65655 3.66176 5.18517 -0.4 0.2 -0.1
H 4.90047 -9.28463 3.28971 0.1 -0.9 0.0
H -3.87397 6.21118 2.74697 0.3 0.6 -0.1
H 5.21069 -2.77995 -6.51038 0.1 0.0 0.2
H -4.47636 -3.42122 2.20667 0.0 0.0 0.3
H 1.01330 -3.95050 -8.89477 0.0 -0.7 1.2
H -1.81337 -3.59314 -1.41789 0.1 -0.6 -0.3
H 8.51244 -7.96239 1.62067 -0.7 -0.3 0.8
H 0.23032 -3.21840 -5.86465 -0.2 0.0 0.0
H -5.82214 -7.62966 5.08384 -0.4 0.5 0.1
H 0.65906 -0.99311 3.13034 -0.1 0.4 -0.4
H 7.58093 8.11626 -2.55252 0.1 -0.2 -0.1
H -4.06702 -3.37094 5.71547 0.8 0.4 0.4
H -1.72607 -0.46289 1.71049 -0.2 -0.3 0.4
H 1.33126 -4.94199 -1.31687 0.0 -0.2 -0.1
H -7.27671 2.75858 5.92013 -0.1 -0.1 0.0
H 4.63899 1.76968 0.07664 0.2 0.1 0.0
H 6.72773 -7.69876 3.11691 -0.5 -0.1 0.9
H 4.14055 -4.46027 -8.40869 0.0 0.8 -0.5
H -4.30917 4.37753 9.59206 0.5 0.6 -0.6
H -1.89090 2.52773 -5.44826 -0.4 0.1 -0.6
H 0.87901 -2.29363 -8.61200 0.4 0.5 0.2
H 0.65690 -1.25121 7.45118 -0.4 -0.2 0.7
H 1.86081 3.76506 -2.33024 0.2 -0.7 1.0
H 6.11479 -9.74246 2.01358 -0.3 -0.4 0.0
H -5.81825 3.54731 -8.49538 1.2 0.3 0.2
H -6.95142 3.92151 -3.94438 0.5 0.1 0.8
H -4.48236 1.50593 2.62822 0.6 -0.5 -0.1
H -0.19214 0.75299 8.58157 0.0 0.2 0.0
H -0.23914 -5.40000 -1.99383 -0.3 0.9 -0.2
H -0.67094 -1.61901 -0.22663 0.7 1.3 -0.5
H -6.63540 -4.82824 1.86588 -0.2 -0.2 -0.4
H -4.90644 0.38103 -1.46619 -0.6 -0.1 0.0
H 1.77097 2.02970 1.09897 -1.7 0.7 0.7
H 6.08962 -5.16614 2.32240 -0.2 -0.6 0.8
H 4.23728 7.43724 -1.28854 -0.6 -0.1 -0.6
H 1.74914 -3.46894 1.05861 0.7 0.1 -0.1
H -7.35812 2.27291 -3.37932 -0.9 0.3 -0.2
H -2.09440 -5.49436 4.62681 -0.2 0.6 0.0
H -6.97983 -7.94790 3.77856 0.6 -1.2 -0.1
H 3.56357 -3.99826 -3.25402 0.4 0.2 0.2
H 3.00525 -4.64576 -4.70693 0.8 -0.7 -0.2
H 2.73530 -2.02988 -2.71550 0.3 1.0 -0.2
H -5.96267 4.59267 9.09290 -0.4 -0.6 0.7
H 1.58556 2.03172 9.62992 -0.8 -0.9 -0.2
H 1.33150 3.23774 8.41021 -0.2 0.0 -0.4
H -2.63900 -3.25450 4.57528 -0.2 0.0 0.2
H 3.36879 -0.66288 -5.31473 0.1 0.4 0.1
H 7.72705 -8.53388 0.16797 0.0 0.2 -0.2
H 5.29554 -1.02153 -6.65189 0.1 -0.1 0.0
H 4.54145 -10.06224 -1.22480 -1.1 0.2 -0.1
H -2.80167 7.51258 -2.01301 -0.3 -0.3 1.0
H -8.13319 -4.70342 3.44324 0.3 0.0 -0.3
H -5.01623 6.88043 -1.88433 -1.3 0.1 0.0
H 2.16440 -3.05122 -9.58050 0.5 0.7 0.2
H -6.55166 2.39015 7.48457 0.2 -0.6 -0.2
H -5.05317 3.61893 4.21288 -0.1 0.2 -0.3
H -5.72523 4.84984 5.81601 -0.2 -0.3 -0.1
H 2.78543 -1.92490 0.96632 0.0 -0.2 -0.1
H -0.28961 1.02019 -4.33337 0.2 -0.6 0.5
H -6.76136 4.47436 -6.37402 -0.3 -0.2 0.1
H 4.09444 -4.65636 -6.75743 -0.6 -0.3 0.3
H -7.12692 2.67174 -8.10296 -0.5 -0.2 0.5
H 2.78579 -5.26505 -7.91225 -0.3 -0.1 0.9
H -5.42048 5.69758 -3.22104 -0.1 0.5 -0.3
H -5.60813 -4.33569 6.20196 -0.2 0.2 -0.1
H 5.58392 6.53882 -3.10274 0.7 0.4 -0.7
H -1.71118 -2.83978 1.47100 0.4 0.5 0.4
H 2.12840 4.05620 -3.88850 0.7 -0.3 -0.7
H -5.11613 -7.90018 3.54594 -0.4 -0.2 -0.5
H -3.09284 -6.52163 3.66592 -0.1 -0.2 0.1
H -4.42456 1.76165 -6.05714 0.4 0.3 0.0
H 2.78331 -6.79656 0.21211 0.4 0.3 0.0
H -4.12782 -0.56605 -2.77228 -0.4 -0.1 0.0
H -3.92058 -6.34358 1.77833 -0.5 -0.5 0.4
H 5.16680 8.69024 -3.71022 -0.8 -0.9 0.1
H -1.20033 2.91539 4.57035 -0.1 -0.1 -0.3
H -8.58552 -6.40171 3.18885 0.5 -0.2 -0.5
H 0.44238 -2.14625 4.75505 -0.7 -0.1 1.3
H 1.29484 -2.65383 -3.19557 -0.1 -1.0 -0.3
H 4.65222 11.47318 -2.50132 -0.1 0.1 -0.8
H -2.95668 0.08956 0.58691 -0.1 -0.1 -0.3
H 1.42189 1.53075 -4.05783 -0.1 0.2 -0.4
H -6.26949 1.67507 -5.47560 -0.3 -0.4 -0.5
H -3.47905 5.64106 0.62169 0.2 -0.5 -0.7
H 5.04876 -7.01624 2.79662 0.1 0.0 0.4
H -4.48283 2.34700 6.30063 0.9 0.0 -0.8
H -5.04750 2.98259 9.02143 -0.6 -0.2 -0.3
H -2.27120 4.33800 0.99311 0.0 0.1 -0.1
H 6.01007 -0.88331 0.54955 0.1 -0.1 0.1
H 2.14770 6.69678 3.17760 -0.7 -0.1 -0.5
H 2.02214 0.06984 5.90964 -0.1 -0.1 0.2
H -6.88261 4.65723 7.14874 0.2 0.8 0.5
H -3.11495 -2.57863 0.46028 -0.3 -1.1 0.1
H -1.97325 -4.69845 0.07858 -1.1 -0.4 -0.8
H 1.99508 -2.35663 5.39562 0.7 0.1 0.2
H -1.05330 3.92029 -6.34654 -0.3 -0.1 0.1
H -0.97850 1.79414 0.94692 -0.7 -0.1 0.2
H 3.41571 3.10855 -3.01616 0.3 0.2 0.1
H 3.18228 10.43948 -2.78851 0.1 0.0 0.0
H 4.24396 6.31532 3.92511 0.1 1.6 -0.2
H -6.17895 2.25361 3.83723 -0.2 0.3 0.3
H -3.22587 4.64990 3.06351 0.6 0.1 0.6
H 0.10382 2.27579 -3.11453 0.0 -0.3 0.3
H -2.81110 4.55146 -4.38895 0.1 0.0 0.0
H -2.91214 7.10526 -3.58976 -0.8 -0.9 -0.7
H 4.77984 4.41746 -1.71581 0.5 -0.1 -0.4
H 2.84734 -1.07829 -7.43991 0.0 0.3 0.1
H -3.88998 0.85689 4.27589 -0.9 -0.7 -0.3
H 2.39703 -8.27755 -0.53411 -0.2 -0.2 -0.4
H 2.33057 -0.53498 3.34647 0.4 0.2 -0.1
H 6.71972 8.21831 -1.03730 -0.2 0.8 -0.1
H -4.22018 -2.50001 4.21988 0.0 0.1 -0.1
H -0.76731 -0.77104 6.49302 0.0 0.0 -0.1
H 6.25351 1.32094 0.80429 -0.3 0.6 0.0
H 4.30053 -0.61526 0.66475 -0.3 0.2 -0.6
H 1.40602 -1.13348 -3.68752 1.0 0.8 -0.5
H -3.33903 1.63875 -7.47080 -0.3 0.6 -0.7
H -4.52317 2.74886 -3.90707 0.4 0.6 0.2
H 3.80176 -10.05155 0.97767 0.2 -0.1 -0.1
H -5.69937 5.18192 -1.62493 0.6 0.0 0.7
H 5.25029 6.62863 -0.29043 0.2 -1.0 0.3
H 4.75101 6.78169 2.15514 0.6 0.3 0.9
H 3.60727 4.90040 -0.66237 -0.9 0.3 0.2
H 3.61168 11.25357 -1.23303 -0.1 -1.1 0.6
H -4.64738 -5.34838 0.62610 0.3 0.6 -0.1
H -6.50576 -6.63882 1.59474 -0.2 0.3 -0.5
H -5.22081 3.74031 -5.93921 0.4 0.5 -0.2
H 8.48280 -6.89951 0.41559 -0.3 0.0 -1.0
H -2.36388 1.95794 5.47655 0.1 -0.2 0.2
H -8.15763 -5.83039 4.73520 0.0 0.0 0.2
H -0.40510 1.55237 6.96064 -0.2 0.4 0.3
H 7.79104 -5.67795 2.32635 0.0 0.1 -0.3
H -0.94467 5.52124 -1.89859 -0.2 0.2 0.6
H -3.41157 -6.37391 5.38122 -0.3 0.2 0.1
H 2.34695 1.04758 0.10438 0.2 -1.5 -0.3
H -3.00774 -4.47375 2.43090 0.2 0.9 -0.4
H 1.19375 1.88403 -0.64833 -0.8 0.6 0.2
H 3.20631 -8.68208 1.80996 0.2 0.6 -0.1
H 3.22721 -7.05441 -1.51656 0.3 0.0 0.2
H 4.70241 -1.44988 -4.46213 -0.6 -0.2 0.8
H -0.01173 5.13067 -3.79583 0.5 0.0 -0.6
H 3.81907 -1.73465 -8.66016 0.6 -0.6 0.1
H 5.81895 -5.43429 -0.47510 -0.1 0.4 -0.6
H 0.99330 -1.93656 1.12862 0.2 0.4 -0.2
H -5.28862 2.75926 -2.31321 0.0 -0.3 0.2
H -1.64830 3.70033 -3.31640 -0.7 -0.5 0.1
H 0.27460 -6.17485 -0.60645 0.1 0.0 0.8
H -3.55732 0.99547 -2.31336 0.3 0.3 -0.2
H -4.28807 0.29111 -6.91837 0.0 -0.1 -0.2
H -1.07231 1.19964 -0.71980 0.5 -0.1 -0.3



11
Properties=species:S:1:pos:R:3:forces:R:3 method="wB97M-V/def2-TZVPD" total_charge=0 lumo_ev=0.924 e_above_lowest_kj_mol=279.77 homo_lumo_gap_ev=9.8
N 0.85282 -0.75689 -1.52370 -0.2 0.1 0.0
N 0.10872 1.20743 -0.46941 0.2 -0.4 0.1
N -0.49615 1.46557 0.76511 -0.4 0.2 0.2
C -0.91443 0.45671 1.51734 -0.6 0.5 -0.5
C 0.23506 -0.07981 -0.49177 0.1 0.1 0.4
C -0.30841 -0.66914 0.76562 0.0 -0.1 0.3
H -0.64977 -1.69962 0.83448 -0.1 0.2 0.0
H 0.99094 -0.19557 -2.35484 0.0 0.0 0.2
H 0.32532 -0.49519 1.69851 1.0 -0.6 -0.6
H -0.62435 2.43756 0.99673 0.0 -0.1 -0.1
H 0.48025 -1.67104 -1.73808 0.1 0.1 0.1